DFT (ωB97M-V/def2-TZVPD) results for a structure of composition C43H51BiP2Si2.

Structure (XYZ):
```
99
Properties=species:S:1:pos:R:3:forces:R:3
C 1.151351 -2.438729 -3.309723 0.302 -0.121 -0.171
C 1.773774 -1.196055 -3.091070 0.303 -0.448 1.435
C 3.167846 -1.177471 -2.909007 0.089 0.108 0.029
C 3.948745 -2.313044 -3.158589 -0.388 -0.220 -0.121
C 3.336112 -3.503047 -3.578547 -0.271 0.459 0.214
C 1.931212 -3.561740 -3.604164 0.030 0.332 -0.212
P 0.812399 0.285712 -2.587629 -0.338 -0.684 -2.005
C 1.861515 1.731983 -2.953620 -0.093 0.329 0.586
C 2.681595 2.298712 -1.965807 -0.101 -0.209 0.060
C 3.530888 3.356544 -2.293647 0.094 -0.020 -0.228
C 3.585047 3.825492 -3.615448 -0.300 -0.455 0.163
C 2.747006 3.270934 -4.593056 0.014 -0.136 0.378
C 1.854752 2.252033 -4.254599 0.044 -0.140 0.055
Bi 0.226750 0.012112 -0.051618 2.697 1.832 1.517
P 0.453066 -2.439702 1.052964 -0.752 -1.930 0.532
C 2.204617 -2.933411 0.882280 0.238 0.514 -0.138
C 2.563475 -4.203813 0.428672 -0.577 -0.315 -0.051
C 3.876994 -4.479977 0.045432 0.102 -0.033 0.244
C 4.885346 -3.548381 0.283429 -0.271 0.207 -0.047
C 4.546606 -2.304691 0.820920 -0.081 0.016 0.130
C 3.219722 -1.985760 1.101260 -0.204 0.327 -0.261
C 0.108148 -2.324038 2.835458 -0.001 0.631 -0.119
C -1.207552 -2.027406 3.230352 0.072 0.230 -0.244
C -1.478905 -1.722192 4.554983 0.152 -0.173 0.104
C -0.457996 -1.749516 5.514397 -0.117 -0.044 -0.422
C 0.843515 -2.050309 5.119578 0.020 -0.091 0.195
C 1.135397 -2.335080 3.790059 -0.247 0.156 -0.263
C -0.643340 -3.735460 0.379604 -0.213 -0.028 -0.286
C -1.483931 -3.396257 -0.696392 0.340 -0.116 0.192
C -2.311217 -4.355996 -1.274742 -0.027 -0.060 -0.081
C -2.317703 -5.670182 -0.797988 0.146 0.369 0.027
C -1.508123 -6.003751 0.289499 0.219 0.190 0.095
C -0.679248 -5.047948 0.890313 -0.197 0.158 -0.286
C -0.588851 0.297901 -3.741547 -0.397 0.057 0.118
C -0.501892 -0.438246 -4.931178 -0.217 -0.037 -0.081
C -1.634432 -0.593014 -5.731563 -0.061 0.269 0.153
C -2.837036 0.013476 -5.354125 0.038 0.008 -0.085
C -2.918909 0.788431 -4.192155 0.192 0.177 0.093
C -1.791916 0.945067 -3.380740 0.271 -0.490 -0.236
H -2.007391 -2.002132 2.481626 0.212 -0.010 0.278
H -2.487368 -1.455008 4.841722 -0.014 -0.096 0.054
H -0.695685 -1.542911 6.556001 0.139 0.025 -0.230
H 1.648366 -2.058640 5.850510 -0.169 -0.044 -0.103
H 2.150387 -2.556334 3.485201 -0.012 0.021 0.095
H 1.767862 -4.957806 0.354592 0.783 0.395 -0.073
H 4.130402 -5.410983 -0.461270 -0.176 0.034 0.406
H 5.928783 -3.779231 0.048353 -0.438 0.096 0.015
H 5.320943 -1.567780 0.998175 -0.053 -0.038 0.049
H 2.944648 -0.983865 1.454922 0.303 -0.390 -0.105
H -1.469112 -2.368437 -1.083339 -0.101 -0.411 0.062
H -2.948615 -4.079714 -2.113288 0.120 -0.054 0.194
H -2.953054 -6.419306 -1.278733 0.247 0.262 0.257
H -1.506247 -7.021288 0.669063 -0.017 0.159 -0.008
H -0.057062 -5.323082 1.740348 -0.157 0.020 -0.123
H 0.435794 -0.917540 -5.224757 -0.405 0.216 0.094
H -1.567439 -1.185065 -6.645230 -0.080 0.215 0.251
H -3.724897 -0.097995 -5.981958 0.322 -0.015 0.226
H -3.865452 1.273090 -3.927459 0.428 -0.199 -0.093
H -1.825848 1.529150 -2.453997 -0.136 -0.188 -0.349
H 2.632965 1.880340 -0.950089 0.239 0.341 -0.413
H 4.186710 3.802291 -1.540892 -0.300 -0.196 -0.211
H 4.289076 4.610835 -3.880185 -0.188 -0.119 0.046
H 2.793363 3.614083 -5.621919 -0.049 0.053 0.180
H 1.159267 1.839525 -4.986496 0.299 0.176 0.051
H 3.629445 -0.269194 -2.510792 0.027 -0.252 -0.420
H 5.030876 -2.297200 -3.017598 -0.345 0.174 -0.074
H 3.960988 -4.372218 -3.818938 -0.434 0.337 0.102
H 1.393253 -4.481772 -3.825525 0.382 0.159 -0.055
H 0.066673 -2.565689 -3.242728 0.336 0.201 -0.252
H 1.774392 -4.865930 -1.604090 -0.985 -0.388 -0.173
H 1.034711 -5.037121 -1.582258 0.562 -0.072 -0.142
C -0.009175 1.908920 3.580740 -0.055 -0.011 0.178
Si -0.065126 2.888796 1.959116 0.202 -0.606 0.253
C -1.002654 4.501236 2.172628 -0.146 -0.009 -0.186
C 1.701056 3.288485 1.468557 0.296 0.127 -0.094
C -0.966334 1.907718 0.550247 -0.484 -0.159 -0.607
Si -2.814953 1.629741 0.810740 -0.639 0.018 0.268
C -3.686434 3.157156 0.146786 -0.031 -0.099 -0.020
C -3.463009 0.110979 -0.105600 -0.255 -0.150 -0.199
C -3.262648 1.377568 2.634049 -0.075 0.005 0.155
H 0.805777 2.307975 4.201924 -0.126 0.017 -0.174
H 0.171111 0.824858 3.524570 0.024 0.178 -0.314
H -0.924483 2.015858 4.173573 0.085 0.091 -0.171
H -0.450718 5.082100 2.923559 -0.134 -0.025 -0.130
H -1.035069 5.083102 1.242033 0.175 -0.075 0.168
H -2.043897 4.408534 2.505107 0.292 -0.141 0.074
H 2.428497 2.475613 1.603180 -0.294 0.015 0.077
H 1.805322 3.625943 0.430332 -0.149 0.089 0.158
H 2.041630 4.113205 2.114547 -0.060 -0.177 -0.176
H -0.855133 2.492769 -0.399060 -0.008 -0.445 0.468
H -3.626360 3.251852 -0.945688 -0.037 -0.175 0.165
H -4.743704 3.067192 0.423886 0.085 0.186 -0.116
H -3.295772 4.095968 0.552308 -0.111 -0.198 0.091
H -2.858708 -0.802023 -0.030538 0.088 0.138 0.205
H -4.446413 -0.155454 0.312301 0.191 0.125 -0.100
H -3.618708 0.271174 -1.180873 0.060 0.115 0.185
H -2.746276 0.558296 3.153098 0.036 0.083 -0.328
H -3.104293 2.265211 3.259711 -0.031 -0.054 -0.242
H -4.337928 1.143444 2.695972 0.251 0.106 -0.110
```
Forces are in eV/Å.

Maximum force ... 3.60 eV Å⁻¹
Total charge ... +2
Gap between HOMO and LUMO (spin up / spin down) ... 0.2051 / 0.2035 Ha
HOMO energy (spin up / spin down) ... -13.160 / -13.030 eV
Total energy ... -3144.9098 hartree
Energy relative to the best compared isomer or geometry (same formula, charge and spin) ... 4.97 kcal per mole